DFT (ωB97M-V with the def2-TZVPD basis set) results for a structure of composition C31H60CuN6SbSi3 at a distorted geometry.

Molecular weight ... 786.43 g/mol
LUMO ... 0.57 eV
Highest occupied orbital energy ... -7.03 eV
Total charge ... 0
ΔE to the lowest compared entry with this formula, charge and spin ... 58.1 kcal/mol
E_tot ... -116870.2240 eV
Kohn-Sham gap ... 7.6 eV

Geometry as XYZ:
```
102
Properties=species:S:1:pos:R:3:forces:R:3:lowdin_charge:R:1
H -17.015 -4.304 8.855 -0.4 0.7 -0.6 0.05
C -20.799 -3.129 8.633 0.8 0.5 -1.0 -0.06
H -18.739 -6.882 1.337 0.5 0.0 -0.4 0.08
H -13.348 -4.592 7.513 1.0 0.9 -0.7 -0.02
H -24.620 -6.116 6.311 0.1 -0.2 0.2 0.09
H -13.157 -7.375 5.427 0.0 0.0 0.0 0.02
H -14.389 -4.840 8.901 0.4 -0.2 -0.2 0.04
H -16.588 -3.083 7.493 -0.2 -0.4 0.8 -0.02
H -18.698 -9.863 5.390 -0.6 0.0 0.1 0.10
H -14.548 -5.523 1.196 0.0 1.7 -1.1 -0.01
H -22.573 -8.500 11.744 0.6 -0.4 -1.0 0.10
H -21.292 -4.602 10.785 0.0 -0.4 -0.2 0.09
C -19.389 -7.370 11.504 -0.1 -0.6 -0.5 -0.11
H -15.369 -6.906 1.711 0.3 -0.5 -0.1 0.01
H -20.729 -8.187 13.041 0.5 0.0 1.0 0.07
H -15.519 -1.001 2.648 0.7 -0.4 0.6 0.04
H -18.560 -8.745 6.670 0.2 0.5 1.4 0.05
H -18.491 -7.213 12.109 -0.4 0.0 0.0 0.09
C -14.774 -1.661 3.163 -0.9 -0.1 -0.5 -0.23
H -14.429 -8.322 4.627 -0.3 0.2 0.1 0.01
C -21.699 -5.995 4.736 -0.6 0.0 -0.1 -0.29
N -19.321 -6.312 3.235 -1.1 1.8 0.5 -0.18
H -20.517 -2.522 9.487 -0.5 0.4 0.1 0.08
H -13.508 -6.954 1.400 -1.3 0.3 0.0 0.06
H -21.955 -7.417 3.174 -0.9 1.2 0.5 0.13
H -17.967 -4.207 7.246 0.2 0.2 0.6 0.02
H -19.916 -3.762 8.498 -0.2 -0.3 -0.1 0.05
C -14.415 -6.381 1.770 1.1 -1.7 0.8 -0.24
H -17.411 -8.965 3.603 0.3 -2.3 -1.1 0.07
H -13.508 -0.977 6.001 -0.8 -2.0 -0.2 0.08
H -22.479 -3.325 10.806 -0.6 -0.9 0.2 0.10
H -18.352 -6.867 9.697 -0.3 0.5 0.2 0.06
C -23.441 -4.308 4.912 0.3 -0.8 0.0 -0.03
C -24.064 -6.366 7.226 -0.6 -0.4 0.3 -0.05
C -22.233 -4.295 10.326 1.4 2.1 -1.2 -0.02
H -12.175 -4.705 4.685 -0.6 0.3 -0.7 0.03
Cu -20.420 -6.638 7.361 -0.4 -0.1 0.1 0.37
H -17.344 -7.290 7.536 -0.2 0.1 -0.3 0.00
H -17.402 -1.064 4.866 0.3 -0.6 0.4 0.04
Si -15.281 -2.314 4.863 -0.3 -1.0 -0.2 0.26
H -17.460 -2.085 6.335 0.3 0.0 -0.4 -0.01
N -20.550 -6.590 5.256 -0.2 -0.3 0.9 0.10
H -20.519 -6.756 1.569 1.6 -0.9 0.7 0.12
C -22.394 -6.483 3.651 1.5 -0.9 -1.8 -0.05
C -19.612 -6.931 4.433 1.1 -0.4 0.3 -0.39
H -20.872 -2.508 7.677 -0.2 -0.8 1.5 0.11
H -20.665 -4.553 2.862 0.4 -0.9 -0.6 0.09
H -13.956 -2.404 6.960 0.2 -0.4 0.1 0.01
C -19.505 -7.086 2.063 -2.1 0.9 -1.6 -0.09
H -16.453 -0.600 6.224 -0.2 -0.8 -0.1 0.05
H -18.947 -4.461 2.371 0.6 0.4 -0.5 0.07
H -24.358 -3.814 9.368 -0.8 -0.5 -0.7 0.09
H -19.523 -4.383 4.034 0.8 0.1 0.6 0.07
N -23.680 -5.180 7.962 -1.0 -0.5 0.8 -0.13
N -18.750 -7.933 4.753 1.4 0.9 -1.0 -0.10
C -20.543 -7.960 12.022 -0.5 0.0 -1.0 -0.13
C -22.456 -4.592 7.851 -1.5 -1.4 -0.6 -0.45
H -25.040 -5.443 9.630 0.2 0.5 -1.0 0.11
H -12.503 -4.082 2.987 0.0 0.4 0.2 0.02
C -14.081 -5.226 7.911 -2.5 0.0 0.2 -0.19
C -24.042 -4.746 3.685 1.0 1.7 1.2 -0.10
H -12.926 -8.074 3.784 -0.5 0.4 0.8 0.05
H -24.719 -6.972 7.897 0.4 0.4 -0.5 0.10
C -17.003 -4.060 7.769 0.6 -1.1 -0.1 -0.25
H -23.211 -6.980 6.963 0.3 0.0 -0.1 0.08
N -21.748 -4.797 6.791 0.6 1.0 -2.7 0.10
C -19.082 -8.900 5.769 1.7 -0.7 -2.1 -0.04
Sb -16.139 -4.717 4.517 0.8 -0.5 0.2 0.86
C -16.281 -7.078 7.445 -0.3 -0.6 -0.1 -0.23
H -13.822 -1.155 3.326 0.0 0.2 -0.4 0.02
C -16.787 -1.529 5.681 -0.1 2.4 -0.6 -0.26
C -23.429 -5.771 3.021 -0.7 -2.7 0.1 -0.12
C -13.764 -2.140 5.924 0.6 3.2 0.5 -0.24
C -19.334 -7.094 10.120 0.1 -0.7 0.4 -0.17
H -25.547 -4.485 8.204 -2.2 0.7 -1.1 0.06
Si -14.036 -5.977 3.547 -0.5 0.6 0.8 0.28
H -23.836 -3.544 5.573 -0.4 0.1 -0.4 0.11
H -19.510 -8.127 2.318 -0.1 -0.6 -0.1 0.09
H -15.806 -7.745 6.709 -0.2 0.0 0.4 0.02
C -21.559 -7.872 9.866 -1.2 0.0 -1.1 -0.18
C -20.431 -7.280 9.254 0.3 0.0 -0.2 -0.22
C -17.427 -8.042 4.058 -2.2 1.9 0.2 -0.04
H -11.587 -5.516 3.330 0.3 -0.5 -0.5 0.02
H -16.601 -7.946 4.711 0.7 0.2 0.9 0.02
H -15.880 -7.269 8.437 0.3 -0.2 0.1 0.04
C -12.455 -4.951 3.633 0.1 -0.2 1.0 -0.23
C -22.319 -4.975 5.447 -0.2 0.4 2.4 -0.20
Si -15.824 -5.350 7.032 0.8 1.2 -0.3 0.31
C -24.752 -4.704 8.819 2.6 0.0 2.5 -0.06
C -13.663 -7.566 4.482 1.0 -0.6 -1.1 -0.23
H -24.885 -4.219 3.244 0.1 -0.1 0.3 0.10
H -22.479 -8.007 9.256 0.6 0.0 0.3 0.08
H -13.707 -6.222 8.012 0.4 -0.6 0.2 0.01
H -14.636 -2.535 2.491 0.1 0.6 0.4 0.01
C -19.620 -4.873 3.083 -1.2 -0.4 0.8 -0.07
H -12.807 -2.499 5.560 -0.1 -0.7 -0.1 0.01
H -23.938 -6.337 2.214 0.4 0.9 0.2 0.11
H -20.119 -8.838 5.821 -1.7 -0.5 0.8 0.06
H -17.391 -7.262 3.285 0.2 -0.4 0.5 0.05
N -22.005 -3.898 8.900 1.0 0.5 0.8 -0.12
C -21.635 -8.277 11.187 0.5 1.6 1.2 -0.12
H -22.946 -5.078 10.332 -0.6 -0.5 0.5 0.06
```
Forces are in eV/Å.